(P)
A 2-piece molecular cluster, C2H6N2O3 overall, computed with ωB97M-V/def2-TZVPD.

The geometry in XYZ format:
```
13
Properties=species:S:1:pos:R:3:lowdin_charge:R:1
C 0.483 -0.772 -0.624 -0.2962
C -0.072 0.453 -1.240 -0.2552
N 1.680 -0.488 0.158 0.0141
N -0.790 0.600 1.334 -0.1622
O -0.303 1.109 2.337 0.0286
O -2.056 0.854 1.148 0.0627
O -1.257 0.759 -1.308 0.0089
H -0.349 -1.191 -0.058 0.0980
H 0.790 -1.413 -1.480 0.1376
H 0.688 1.000 -1.893 0.1446
H 1.374 0.118 0.887 0.0251
H 2.088 -1.412 0.414 0.0977
H -2.276 0.382 0.327 0.0963
```

orbital gap	0.3648	Eh
SMILES	NCC=O.O=NO



(Q)
A 2-piece molecular cluster, C2H6N2O3 overall, computed with ωB97M-V/def2-TZVPD.

The geometry in XYZ format:
```
13
Properties=species:S:1:pos:R:3:lowdin_charge:R:1
C 1.498 -0.792 0.678 -0.0681
C 0.701 -0.050 -0.448 -0.3130
N -0.058 0.953 0.122 -0.0149
N -2.088 -0.236 0.062 -0.2526
O -3.095 0.199 0.525 0.0941
O -1.832 -1.150 -0.616 0.0763
O -0.493 2.015 -0.706 -0.0108
H 0.975 -1.586 1.183 0.0671
H 2.303 -1.235 0.191 0.0413
H 1.798 -0.023 1.363 0.0640
H 1.421 0.235 -1.300 0.1474
H -0.053 -0.857 -0.840 0.1141
H -1.077 2.527 -0.214 0.0550
```

orbital gap (spin up / spin down)	0.3473 / 0.2908	Eh



(R)
C2H6N2O3 as an isolated structure, computed with ωB97M-V/def2-TZVPD.

The geometry in XYZ format:
```
13
Properties=species:S:1:pos:R:3:lowdin_charge:R:1
C -0.493 -1.109 0.197 -0.5409
C 0.444 0.117 -0.083 -0.4186
N 1.301 -0.046 -1.147 0.1555
N -1.005 1.291 -0.385 0.0719
O -0.750 -1.435 1.443 0.1480
O -0.910 -1.801 -0.675 0.1159
O 0.997 0.414 1.147 0.0457
H 1.346 -0.952 -1.535 0.0924
H 1.461 0.716 -1.728 0.0783
H -1.771 0.816 -0.854 0.0267
H -0.394 -0.656 1.911 0.1089
H -1.387 1.321 0.576 0.0288
H 1.160 1.326 1.132 0.0873
```

orbital gap	0.3791	Eh



Question: which arrangement is favored energetically? Ranking from most to least stable: (R), (P), (Q).



(P)
The molecule C2H2N2O2, computed with ωB97M-V/def2-TZVPD.

The geometry in XYZ format:
```
8
Properties=species:S:1:pos:R:3:lowdin_charge:R:1
C -0.594 -0.195 -0.188 -0.3495
C 1.488 -0.461 0.160 -0.1850
H -2.190 0.659 -0.145 0.1231
H 2.474 -0.850 0.021 0.1163
N 0.393 -1.157 -0.112 0.1279
N 1.213 0.848 0.036 0.0453
O -1.978 -0.256 0.159 0.0827
O -0.133 1.043 -0.056 0.0392
```

orbital gap	0.3809	Eh
SMILES	Oc1ncno1



(Q)
The molecule C2H2N2O2, computed with ωB97M-V/def2-TZVPD.

The geometry in XYZ format:
```
8
Properties=species:S:1:pos:R:3:lowdin_charge:R:1
C -1.025 -0.240 0.089 -0.5868
C 1.112 -0.672 -0.023 -0.1492
H 2.119 -1.217 -0.189 0.1735
H -0.647 1.990 -0.116 0.2518
N -0.037 -1.238 0.171 0.1538
N -0.332 0.940 0.240 0.0876
O -2.197 -0.233 -0.103 0.0980
O 1.008 0.670 -0.068 -0.0286
```

orbital gap	0.3903	Eh
SMILES	O=c1nco[nH]1



Question: which arrangement is favored energetically? Ranking from most to least stable: (Q), (P).



(P)
The molecule C2H2N2O2, computed with ωB97M-V/def2-TZVPD.

The geometry in XYZ format:
```
8
Properties=species:S:1:pos:R:3:lowdin_charge:R:1
C 1.039 -0.090 0.002 -0.6224
C -0.982 -0.743 -0.053 -0.2245
H -1.845 -1.430 0.253 0.1694
H 0.228 2.067 0.152 0.2047
N 0.237 -1.202 -0.051 0.1712
N 0.254 1.007 0.036 0.1834
O 2.244 -0.135 -0.136 0.0715
O -1.176 0.525 -0.204 0.0468
```

orbital gap	0.3952	Eh
SMILES	O=c1nco[nH]1



(Q)
The molecule C2H2N2O2, computed with ωB97M-V/def2-TZVPD.

The geometry in XYZ format:
```
8
Properties=species:S:1:pos:R:3:lowdin_charge:R:1
C 0.708 -0.139 -0.097 -0.6136
C -1.405 0.294 0.065 -0.1172
H 2.283 0.582 0.452 0.2001
H -2.385 0.910 -0.295 0.1706
N -0.026 0.854 -0.014 0.1337
N -1.295 -0.973 -0.082 0.0760
O 2.063 -0.304 -0.098 0.0958
O 0.057 -1.223 0.069 0.0546
```

orbital gap	0.4213	Eh
SMILES	Oc1ncno1



Question: which arrangement is favored energetically? Ranking from most to least stable: (P), (Q).



(P)
A 2-piece molecular cluster, C2H6NS overall, computed with ωB97M-V/def2-TZVPD.

The geometry in XYZ format:
```
10
Properties=species:S:1:pos:R:3:lowdin_charge:R:1
C -0.959 2.204 -0.979 -0.2232
N -0.478 2.160 0.185 -0.0205
H -1.515 3.088 -1.307 0.0299
H -0.853 1.377 -1.689 0.0226
H 0.020 1.248 0.254 -0.0977
C 0.753 -2.099 0.801 -0.7267
S 0.764 -0.877 -0.553 0.0881
H 1.072 -3.081 0.442 -0.0276
H 1.438 -1.817 1.607 -0.0223
H -0.242 -2.203 1.238 -0.0225
```

orbital gap	0.2462	Eh
total charge	-1



(Q)
A 2-piece molecular cluster, C2H6NS overall, computed with ωB97M-V/def2-TZVPD.

The geometry in XYZ format:
```
10
Properties=species:S:1:pos:R:3:lowdin_charge:R:1
S 0.216 0.066 -2.574 -0.2281
H 1.418 0.637 -2.434 -0.4551
C 0.791 -0.131 0.806 -0.2043
C -1.487 0.057 0.599 -0.1512
N -0.555 -0.310 1.375 -0.1175
H 1.108 0.909 0.935 0.0695
H 0.743 -0.580 -0.203 -0.0326
H 1.458 -0.826 1.342 0.0508
H -2.336 -0.603 0.372 0.0564
H -1.356 0.780 -0.219 0.0122
```

orbital gap	0.2626	Eh
total charge	-1



(R)
A 2-piece molecular cluster, C2H6NS overall, computed with ωB97M-V/def2-TZVPD.

The geometry in XYZ format:
```
10
Properties=species:S:1:pos:R:3:lowdin_charge:R:1
S -1.400 1.084 4.115 -0.4212
H -1.894 -0.081 3.699 -0.5311
C 0.967 -0.230 -2.063 -0.0701
C 0.552 -0.482 -0.811 -0.3189
N -0.346 0.235 -0.057 0.0583
H 0.510 0.493 -2.720 0.0253
H 1.894 -0.705 -2.349 0.0181
H 1.097 -1.205 -0.216 0.0955
H -1.065 0.734 -0.544 0.0830
H -0.316 0.158 0.946 0.0612
```

orbital gap	0.2299	Eh
total charge	-1



Question: which arrangement is favored energetically? Ranking from most to least stable: (R), (P), (Q).



(P)
A 2-piece molecular cluster, C7H17NO overall, computed with ωB97M-V/def2-TZVPD.

The geometry in XYZ format:
```
26
Properties=species:S:1:pos:R:3:lowdin_charge:R:1
C -0.998 -1.568 -0.132 -0.1566
C -2.520 -1.704 -0.092 -0.0785
C 0.293 -1.199 1.970 -0.0531
C -2.062 1.535 0.686 -0.0327
C -1.422 0.417 1.415 -0.5424
O -1.462 0.578 2.638 0.0134
N -0.637 -0.616 0.976 -0.1102
H -0.699 -2.566 0.269 0.1015
H -0.426 -1.391 -1.004 0.0935
H -3.167 -1.292 -0.897 0.0911
H -2.849 -1.461 0.849 0.0494
H 0.206 -0.726 2.875 0.0266
H -2.059 1.539 -0.483 0.0951
H -2.908 -2.686 -0.169 0.0550
H 0.276 -2.453 2.045 0.1579
H 1.314 -0.816 1.878 0.0768
H -3.131 1.858 0.895 0.1007
H -1.353 2.442 0.811 0.1117
C 2.636 0.778 -2.275 -0.2066
C 3.305 1.769 -1.323 -0.1844
H 1.512 0.913 -2.278 0.0697
H 3.055 0.972 -3.300 0.0619
H 2.992 -0.286 -2.200 0.0695
H 4.049 1.232 -0.767 0.0455
H 3.654 2.720 -1.748 0.0629
H 2.402 2.011 -0.639 0.0820
```

orbital gap	0.3605	Eh
SMILES	CCN(C)C(C)=O.CC



(Q)
A 3-piece molecular cluster, C7H17NO overall, computed with ωB97M-V/def2-TZVPD.

The geometry in XYZ format:
```
26
Properties=species:S:1:pos:R:3:lowdin_charge:R:1
C -1.797 0.082 -0.110 -0.5300
C -1.262 -0.402 1.229 -0.0910
C -2.438 1.458 0.015 -0.0890
C -2.757 -0.928 -0.722 -0.0936
C 0.586 -0.384 -1.588 -0.0011
N 0.745 -1.541 -1.577 0.1259
H 0.458 -2.489 -1.387 0.0964
H 2.105 -0.494 1.048 0.0927
H -0.766 -1.367 1.116 0.0648
H -2.070 -0.502 1.954 0.0808
H -0.531 0.302 1.624 0.0705
H -3.286 1.424 0.701 0.0779
H -2.803 1.806 -0.951 0.0752
H -1.713 2.179 0.391 0.0772
H -3.619 -1.078 -0.069 0.0806
H -2.270 -1.893 -0.863 0.0604
H -3.125 -0.586 -1.688 0.0756
C 2.689 0.423 0.878 -0.3509
C 3.857 0.122 -0.056 -0.0905
O 1.859 1.458 0.406 -0.1085
H 1.535 1.219 -0.476 0.0132
H 3.059 0.763 1.848 0.1114
H -0.890 0.268 -0.863 0.0538
H 4.454 1.021 -0.202 0.0742
H 4.492 -0.652 0.368 0.0705
H 3.487 -0.208 -1.026 0.0537
```

orbital gap	0.3932	Eh



Question: which arrangement is favored energetically? Ranking from most to least stable: (Q), (P).



(P)
C7H17NO as an isolated structure, computed with ωB97M-V/def2-TZVPD.

The geometry in XYZ format:
```
26
Properties=species:S:1:pos:R:3:lowdin_charge:R:1
C 0.978 -0.744 -0.756 -0.2476
C 1.982 -1.782 -1.475 -0.0761
C 1.956 1.523 -0.572 -0.1450
C 0.401 0.503 2.518 -0.0099
C 0.534 0.813 1.110 -0.5369
O 0.180 1.910 0.719 0.0170
N 1.519 0.368 0.179 -0.1237
H 0.426 -0.133 -1.536 0.1075
H 0.149 -1.385 -0.276 0.0899
H 0.873 -2.386 -2.042 0.1751
H 2.503 -2.293 -0.584 0.0795
H 3.014 1.277 -0.758 0.0669
H -0.598 0.420 2.875 0.0695
H 2.679 -1.360 -2.136 0.0106
H 1.565 1.785 -1.769 0.1642
H 2.029 2.374 0.156 0.1016
H 1.005 -0.398 2.699 0.0894
H 0.838 1.315 3.215 0.1324
C -3.108 0.362 -0.558 -0.1441
C -2.314 -0.756 0.194 -0.1527
H -2.820 1.375 -0.301 0.0578
H -3.080 0.152 -1.602 0.0420
H -4.189 0.301 -0.328 0.0634
H -1.482 -0.312 0.815 0.0412
H -2.062 -1.549 -0.577 0.0758
H -2.978 -1.378 0.788 0.0521
```

orbital gap	0.3547	Eh



(Q)
C7H17NO as an isolated structure, computed with ωB97M-V/def2-TZVPD.

The geometry in XYZ format:
```
26
Properties=species:S:1:pos:R:3:lowdin_charge:R:1
C 0.084 1.027 -0.910 -0.4836
C -0.407 -0.152 0.669 -0.5046
C 0.431 -1.178 0.087 -0.1183
C -0.612 0.546 -2.169 -0.0674
C 1.538 1.365 -1.178 -0.0610
C 0.069 0.527 1.931 -0.0359
C 0.344 -2.506 1.383 -0.0355
N -1.781 -0.338 0.595 0.1062
O -0.519 2.215 -0.402 -0.0797
H -1.130 2.630 -1.027 0.0897
H -2.350 0.282 1.150 0.1000
H -2.115 -1.247 0.314 0.0952
H 1.494 -0.984 0.082 0.0927
H 0.021 -1.688 -0.775 0.0960
H 2.021 1.748 -0.279 0.0808
H -1.643 0.266 -1.949 0.0714
H -0.091 -0.294 -2.628 0.0767
H -0.659 1.350 -2.917 0.0854
H 1.617 2.127 -1.965 0.0853
H 2.098 0.504 -1.542 0.0714
H -0.076 1.601 1.803 0.0759
H 1.126 0.352 2.113 0.0838
H -0.508 0.195 2.794 0.0831
H 0.592 -2.167 2.386 0.0338
H 1.101 -3.226 1.077 0.0294
H -0.648 -2.952 1.358 0.0291
```

orbital gap	0.2935	Eh



Question: which arrangement is favored energetically? Ranking from most to least stable: (Q), (P).



(P)
A 4-piece molecular cluster, C4H14O3 overall, computed with ωB97M-V/def2-TZVPD.

The geometry in XYZ format:
```
21
Properties=species:S:1:pos:R:3:lowdin_charge:R:1
C -0.176 2.721 1.655 -0.1113
C -1.274 1.817 1.138 -0.1939
C -1.606 0.658 1.682 -0.2016
C -2.668 -0.278 1.246 -0.1116
H -0.434 3.160 2.614 0.0688
H 0.761 2.171 1.767 0.0715
H -0.056 3.544 0.951 0.0621
H -1.727 2.149 0.213 0.0943
H -0.943 0.396 2.518 0.1127
H -2.462 -1.293 1.562 0.0654
H -3.616 0.036 1.684 0.0741
H -2.816 -0.284 0.162 0.0750
H 2.976 -1.866 1.079 0.0300
H 1.537 -1.653 0.674 0.0088
O 2.092 -1.786 1.452 -0.0690
H 1.516 0.198 -0.966 0.0341
H 2.670 0.117 -1.968 0.0456
O 2.172 -0.406 -1.331 -0.0529
H 0.137 -2.241 -3.727 0.0346
H -0.410 -1.813 -5.134 0.0310
O 0.361 -1.799 -4.557 -0.0679
```

orbital gap	0.3560	Eh
SMILES	C/C=C/C.O.O.O



(Q)
A 3-piece molecular cluster, C4H14O3 overall, computed with ωB97M-V/def2-TZVPD.

The geometry in XYZ format:
```
21
Properties=species:S:1:pos:R:3:lowdin_charge:R:1
C 1.843 -0.853 1.433 -0.1204
C 0.950 -0.809 0.262 -0.2652
C 1.605 -0.132 -0.943 -0.3694
C 0.907 -0.550 -2.207 -0.0580
O 1.291 1.328 -0.817 -0.1562
H 2.788 -1.269 1.017 0.0925
H 1.929 0.147 1.832 0.0676
H 1.323 -1.363 2.318 0.1039
H 0.042 -0.183 0.323 0.1283
H 0.639 -1.831 0.165 0.1092
H 2.765 -0.094 -1.010 0.1683
H 1.367 -1.422 -2.666 0.0775
H 0.883 0.289 -2.866 0.0666
H -0.189 -0.829 -1.853 0.1304
H 1.230 2.177 -1.292 0.1066
H -0.114 2.128 -0.547 -0.0316
H -0.948 3.493 -0.649 0.0806
O -1.027 2.470 -0.713 -0.1306
H -5.159 -1.232 2.613 0.0213
H -6.271 -0.534 2.392 0.0611
O -5.852 -0.931 3.207 -0.0824
```

orbital gap	0.4113	Eh
SMILES	CC[C@@H](C)O.O.O



Question: which arrangement is favored energetically? Ranking from most to least stable: (P), (Q).



(P)
A 4-piece molecular cluster, C4H14O3 overall, computed with ωB97M-V/def2-TZVPD.

The geometry in XYZ format:
```
21
Properties=species:S:1:pos:R:3:lowdin_charge:R:1
C 0.590 -1.717 -0.141 -0.0646
C 1.396 -0.453 -0.338 -0.4101
C 2.287 -0.111 0.608 0.0075
C 1.134 0.301 -1.620 -0.0522
H 0.210 -2.162 -1.050 0.0722
H 1.214 -2.477 0.350 0.0826
H -0.258 -1.554 0.534 0.0703
H 2.943 0.734 0.448 0.0683
H 2.560 -0.826 1.366 0.0633
H 2.031 0.719 -2.085 0.0821
H 0.717 -0.410 -2.333 0.0750
H 0.403 1.096 -1.465 0.0671
H -0.545 0.861 1.782 0.0571
H 0.606 1.450 1.120 0.0284
O -0.203 1.751 1.585 -0.0553
H -1.405 1.751 0.302 -0.0048
H -2.639 2.171 -0.397 0.0641
O -1.999 1.440 -0.418 -0.0858
H -2.647 -0.131 0.677 -0.0242
H -3.038 -1.656 0.425 0.0264
O -3.356 -0.777 0.650 -0.0673
```

orbital gap	0.3820	Eh
SMILES	C=C(C)C.O.O.O



(Q)
A 4-piece molecular cluster, C4H14O3 overall, computed with ωB97M-V/def2-TZVPD.

The geometry in XYZ format:
```
21
Properties=species:S:1:pos:R:3:lowdin_charge:R:1
C -1.843 0.267 0.430 -0.0586
C -0.792 -0.189 1.425 -0.4104
C -0.901 -1.361 2.057 0.0098
C 0.419 0.700 1.639 -0.0588
H -1.376 1.026 -0.158 0.0395
H -2.760 0.677 0.852 0.0843
H -2.059 -0.523 -0.287 0.0788
H -0.140 -1.865 2.637 0.0668
H -1.886 -1.822 1.995 0.0639
H 1.303 0.095 1.406 0.0775
H 0.507 1.089 2.650 0.0793
H 0.473 1.488 0.897 0.0641
H 1.062 -2.406 -1.548 0.0516
H 0.580 -1.927 -0.083 0.0199
O 1.318 -2.080 -0.684 -0.0455
H 2.236 -0.411 -1.332 -0.0033
H 2.450 0.734 -2.341 0.0338
O 2.284 0.553 -1.411 -0.0693
H -0.816 2.393 -3.153 0.0335
H -0.099 1.513 -2.102 0.0036
O 0.041 2.048 -2.890 -0.0604
```

orbital gap	0.3685	Eh
SMILES	C=C(C)C.O.O.O



(R)
A 3-piece molecular cluster, C4H14O3 overall, computed with ωB97M-V/def2-TZVPD.

The geometry in XYZ format:
```
21
Properties=species:S:1:pos:R:3:lowdin_charge:R:1
C -1.293 0.904 0.295 -0.0925
C 0.069 0.625 0.965 -0.2202
C 1.134 0.185 -0.003 -0.4643
C 2.468 -0.069 0.684 -0.0557
O 1.276 1.198 -1.022 -0.0465
H -1.509 0.156 -0.472 0.0749
H -1.311 1.899 -0.104 0.0623
H -2.054 0.760 1.062 0.0595
H 0.347 1.498 1.543 0.1147
H -0.043 -0.231 1.653 0.1180
H 0.823 -0.731 -0.487 0.1335
H 3.164 -0.588 0.027 0.0737
H 2.920 0.868 0.997 0.0833
H 2.314 -0.739 1.526 0.0759
H 1.632 0.778 -1.809 0.0857
H -0.319 -5.321 -4.558 0.0350
H 0.966 -5.190 -5.337 0.0342
O 0.529 -4.855 -4.541 -0.0693
H -3.510 3.689 3.035 0.0309
H -4.035 2.275 2.984 0.0301
O -3.570 2.889 3.565 -0.0634
```

orbital gap	0.4037	Eh
SMILES	CC[C@H](C)O.O.O



Question: which arrangement is favored energetically? Ranking from most to least stable: (R), (P), (Q).